# 1
DFT (ωB97M-V/def2-TZVPD) results for C31H23N6O2Ru as an isolated structure.

Each line ends with the Löwdin charge.
Positions of all 63 atoms, in Å:
Ru (-1.655, -1.181, -2.094)  1.2454
O (5.292, 3.657, 6.039)  0.0459
O (-1.438, -1.373, 0.115)  0.0239
N (0.139, 3.279, 2.274)  0.1606
N (0.702, 3.713, 3.265)  0.1678
N (-1.574, -3.076, -2.654)  -0.0209
N (-3.681, -1.624, -2.334)  -0.0406
N (0.379, -1.377, -2.565)  -0.0280
N (-1.562, 0.806, -1.426)  -0.0403
C (3.104, 4.320, 5.838)  0.0617
C (-5.196, -3.394, -2.857)  0.0314
C (-6.257, -2.500, -2.822)  0.0050
C (-4.713, -0.776, -2.267)  -0.0884
C (6.493, 2.914, 5.705)  0.0321
C (1.945, 4.339, 5.155)  0.0628
C (-0.238, 2.152, 1.772)  -0.1631
C (-1.642, 1.900, -2.180)  -0.0801
C (3.012, -1.999, -3.150)  -0.0004
C (-0.371, -3.648, -2.796)  -0.1670
C (1.828, 3.622, 3.910)  -0.2168
C (-1.145, 0.939, -0.148)  -0.1412
C (-0.263, 0.927, 2.553)  0.0478
C (-0.846, 3.292, -0.405)  0.0435
C (-6.014, -1.173, -2.508)  -0.0102
C (-3.919, -2.936, -2.607)  -0.1762
C (-1.120, -0.306, 0.644)  -0.2840
C (-0.758, 2.153, 0.400)  -0.0639
C (2.978, 2.921, 3.384)  0.0533
C (-0.264, -5.021, -2.917)  0.0394
C (1.318, -0.423, -2.595)  -0.0950
C (4.143, 2.927, 4.062)  0.0431
C (-2.708, -3.787, -2.674)  -0.1637
C (2.048, -2.995, -3.123)  0.0301
C (-1.303, 3.162, -1.696)  0.0141
C (4.234, 3.614, 5.321)  -0.2094
C (2.642, -0.692, -2.875)  -0.0190
C (-1.425, -5.784, -2.875)  0.0161
C (-0.713, -0.224, 2.037)  0.0535
C (-2.662, -5.167, -2.765)  0.0423
C (0.742, -2.665, -2.821)  -0.1691
H (0.699, -5.498, -3.031)  0.1271
H (-0.560, 4.259, -0.009)  0.1346
H (0.044, 0.967, 3.592)  0.1360
H (-6.818, -0.455, -2.452)  0.1277
H (5.004, 2.422, 3.648)  0.1278
H (7.135, 2.989, 6.574)  0.1148
H (1.082, 4.865, 5.542)  0.1445
H (-1.362, -6.862, -2.942)  0.1355
H (-0.771, -1.121, 2.639)  0.1427
H (-7.262, -2.836, -3.038)  0.1342
H (0.992, 0.591, -2.402)  0.1079
H (3.366, 0.111, -2.887)  0.1233
H (6.992, 3.365, 4.850)  0.1161
H (-4.489, 0.249, -2.007)  0.1124
H (-5.363, -4.436, -3.093)  0.1282
H (-1.387, 4.022, -2.346)  0.1342
H (3.204, 4.820, 6.792)  0.1500
H (2.313, -4.017, -3.354)  0.1270
H (4.039, -2.238, -3.397)  0.1328
H (6.262, 1.870, 5.504)  0.1085
H (2.901, 2.410, 2.432)  0.1315
H (-1.986, 1.765, -3.197)  0.1301
H (-3.566, -5.760, -2.738)  0.1304

Results
* energy above the lowest of the compared OMol25 structures with the same formula, charge and spin: 0.144 eV
* HOMO level (spin up / spin down): -0.58730 / -0.58706 Eh
* net charge: +3
* E_tot: -1768.1113 Ha
* gap between HOMO and LUMO (spin up / spin down): 6.1 / 6.1 eV



# 2
DFT (ωB97M-V/def2-TZVPD) results for a 3-piece molecular cluster, C31H24Cl2NO4 overall.

Each line ends with the Löwdin charge.
Positions of all 62 atoms, in Å:
Cl (1.512, 0.878, 2.166)  0.5764
Cl (-1.200, 2.411, 6.771)  0.7746
O (3.111, 2.097, -1.660)  0.0807
O (6.600, -0.636, -4.638)  0.1052
O (-5.625, -4.570, 0.315)  0.1097
O (-3.861, 0.240, 1.820)  0.0597
N (-0.597, 2.821, 5.196)  -0.3820
C (4.470, 3.849, -5.216)  -0.0546
C (-6.164, -2.342, 0.824)  -0.0838
C (-7.979, -0.256, 1.228)  -0.0524
C (4.026, -0.340, -0.637)  -0.0051
C (3.933, 1.483, -2.329)  -0.2795
C (5.863, 1.902, -5.547)  0.0116
C (4.495, -1.581, -0.202)  -0.0615
C (-8.433, -1.498, 0.784)  -0.0459
C (5.362, 1.341, -4.366)  -0.0853
C (-1.935, -1.726, 1.323)  -0.0057
C (5.420, 3.157, -5.967)  -0.0504
C (5.376, -2.312, -0.999)  -0.0536
C (0.474, 2.193, 2.979)  -0.6522
C (-3.311, -1.954, 1.189)  -0.0871
C (-3.772, -3.216, 0.816)  -0.0797
C (-6.618, -0.051, 1.457)  0.0029
C (5.341, -0.547, -2.657)  -0.0811
C (-7.529, -2.543, 0.588)  0.0151
C (3.974, 3.295, -4.035)  0.0040
C (-2.862, -4.259, 0.600)  0.0177
C (4.430, 2.043, -3.602)  -0.0881
C (-0.172, 1.580, 4.394)  -0.2109
C (5.800, -1.798, -2.225)  0.0135
C (4.445, 0.176, -1.871)  -0.0841
C (-1.029, -2.763, 1.093)  -0.0573
C (5.823, 0.004, -3.939)  -0.2752
C (-0.748, 2.752, 1.984)  -0.1112
C (-4.263, -0.856, 1.448)  -0.2795
C (-5.707, -1.093, 1.244)  -0.0892
C (-5.217, -3.458, 0.631)  -0.2737
C (-1.492, -4.030, 0.739)  -0.0472
H (4.172, -1.977, 0.758)  0.1033
H (4.118, 4.823, -5.548)  0.1094
H (-7.892, -3.511, 0.247)  0.1260
H (-0.787, -4.840, 0.567)  0.1128
H (-1.387, 3.283, 4.655)  0.1516
H (-9.493, -1.654, 0.593)  0.1131
H (1.130, 3.156, 3.219)  0.1239
H (-3.216, -5.249, 0.318)  0.1268
H (3.236, 3.843, -3.451)  0.1191
H (3.336, 0.224, -0.011)  0.0729
H (-1.561, 1.925, 1.793)  0.0877
H (0.196, 3.513, 5.216)  0.1620
H (0.597, 0.902, 4.958)  0.1438
H (6.491, -2.373, -2.839)  0.1252
H (0.040, -2.583, 1.193)  0.1031
H (-8.685, 0.556, 1.390)  0.1105
H (-0.190, 3.102, 0.996)  0.1131
H (5.816, 3.594, -6.881)  0.1112
H (5.736, -3.282, -0.663)  0.1103
H (6.601, 1.365, -6.141)  0.1245
H (-1.565, -0.741, 1.602)  0.0921
H (-1.262, 3.704, 2.436)  0.0836
H (-1.101, 0.906, 4.092)  0.1614
H (-6.270, 0.923, 1.798)  0.1176

Results
* HOMO level: -0.41245 Eh
* net charge: +1
* E_tot: -2471.5041 Ha
* gap between HOMO and LUMO: 6.4 eV



# 3
DFT (ωB97M-V/def2-TZVPD) results for C31H24Cl3CoNO6P2 as an isolated structure.

Each line ends with the Löwdin charge.
Positions of all 68 atoms, in Å:
Co (-0.222, 0.746, -2.402)  0.5495
Cl (0.747, -5.235, -5.816)  0.6998
Cl (3.384, -2.269, -2.182)  0.7557
Cl (-1.213, -0.449, -4.239)  0.9313
P (0.676, 1.748, 0.351)  0.8407
P (-1.365, -0.493, 0.217)  0.8304
O (-1.067, -0.511, -1.281)  -0.3460
O (1.203, -0.318, -2.654)  -0.1777
O (0.776, 1.682, -1.174)  -0.3206
O (-0.379, 2.285, -3.736)  -0.0213
O (-1.618, 2.038, -2.026)  -0.0908
O (-1.878, 3.813, -3.282)  0.1747
N (-1.320, 2.793, -3.043)  -0.4709
C (-5.351, 0.008, 0.152)  -0.0541
C (-5.828, -1.117, 0.815)  -0.0510
C (0.858, -3.794, -4.864)  -0.6649
C (-3.096, -0.754, 0.514)  -0.2694
C (-3.579, -1.888, 1.165)  -0.0591
C (0.779, 3.433, 0.901)  -0.2676
C (1.198, -3.523, 2.425)  -0.0523
C (-0.547, -1.877, 2.468)  -0.0976
C (1.359, -3.336, 1.061)  -0.0480
C (1.837, 5.201, 2.140)  -0.0552
C (0.005, -1.703, -4.188)  -0.4922
C (-0.172, 4.339, 0.418)  -0.0627
C (-0.137, -2.838, -4.957)  -0.1054
C (1.955, 0.779, 1.105)  -0.2992
C (1.971, 0.537, 2.482)  -0.0909
C (0.244, -2.797, 3.131)  -0.0623
C (2.980, 0.307, 0.290)  -0.0615
C (0.558, -2.425, 0.385)  -0.0448
C (4.041, -0.651, 2.223)  -0.0518
C (4.025, -0.408, 0.859)  -0.0659
C (0.889, 6.093, 1.666)  -0.0508
C (1.940, -3.617, -4.013)  -0.1128
C (3.013, -0.182, 3.037)  -0.0623
C (-0.392, -1.694, 1.091)  -0.2953
C (-3.989, 0.191, -0.003)  -0.0640
C (2.038, -2.463, -3.256)  -0.5688
C (-0.115, 5.666, 0.803)  -0.0527
C (1.789, 3.868, 1.757)  -0.0544
C (1.078, -1.450, -3.345)  -0.4222
C (-0.944, 1.136, 0.879)  -0.2592
C (-4.947, -2.063, 1.317)  -0.0549
H (1.819, -4.240, 2.947)  0.1151
H (2.540, 3.177, 2.117)  0.1064
H (-6.043, 0.739, -0.247)  0.1153
H (-2.899, -2.638, 1.543)  0.1048
H (-5.324, -2.942, 1.822)  0.1147
H (-1.021, 1.136, 1.969)  0.0943
H (4.828, -0.774, 0.233)  0.1055
H (2.704, -4.377, -3.936)  0.1129
H (-3.625, 1.059, -0.544)  0.1024
H (0.933, 7.133, 1.965)  0.1154
H (0.121, -2.949, 4.195)  0.1142
H (-1.678, 1.846, 0.487)  0.0673
H (2.950, 0.487, -0.777)  0.0992
H (2.107, -3.898, 0.517)  0.1098
H (1.180, 0.913, 3.122)  0.1163
H (0.679, -2.270, -0.680)  0.0932
H (2.621, 5.541, 2.802)  0.1144
H (-1.288, -1.311, 3.022)  0.1174
H (-6.895, -1.260, 0.932)  0.1155
H (-0.992, -2.979, -5.601)  0.1178
H (4.858, -1.208, 2.662)  0.1146
H (-0.846, 6.369, 0.427)  0.1158
H (3.030, -0.375, 4.101)  0.1144
H (-0.945, 4.013, -0.269)  0.1016

Results
* HOMO level (spin up / spin down): -0.39618 / -0.39606 Eh
* net charge: +1
* E_tot: -5147.7630 Ha
* gap between HOMO and LUMO (spin up / spin down): 6.7 / 6.7 eV



# 4
DFT (ωB97M-V/def2-TZVPD) results for C31H24CoN3O8P as an isolated structure.

Each line ends with the Mulliken spin population.
Positions of all 68 atoms, in Å:
Co (-0.097, 0.141, 1.418)  2.1928
P (-0.362, 1.494, -1.666)  0.0105
O (4.664, -1.841, 4.888)  -0.0014
O (-2.975, -6.108, 0.326)  0.1369
O (-3.797, 1.144, -0.122)  -0.0009
O (2.283, -0.442, 5.939)  0.0023
O (-1.686, 0.547, 0.236)  -0.0226
O (1.736, -0.731, 1.265)  -0.0132
O (0.507, 0.046, 3.547)  0.0577
O (4.475, -1.913, 1.971)  -0.0051
N (-1.539, 1.655, 2.634)  0.0484
N (-0.990, -1.626, 1.649)  0.2049
N (-4.676, -5.127, 1.491)  0.0210
C (0.398, -0.143, -2.007)  0.0146
C (-3.370, -5.115, 0.949)  0.0733
C (0.584, 1.813, -4.377)  0.0010
C (0.084, -2.416, -2.731)  0.0223
C (2.578, 3.338, 1.385)  -0.0164
C (-2.780, 1.091, 0.555)  0.0321
C (1.830, 3.089, -0.871)  -0.0131
C (-2.147, -1.831, 2.307)  0.0516
C (2.687, 3.669, 0.046)  0.0124
C (2.514, -0.728, 4.760)  0.0017
C (3.725, -1.397, 4.224)  0.0014
C (-2.592, -3.935, 1.206)  0.2208
C (0.108, 2.395, -3.206)  -0.0032
C (1.654, -0.477, 3.594)  -0.0004
C (1.660, 2.379, 1.777)  0.0260
C (-2.957, -2.915, 2.123)  0.0357
C (1.441, -2.652, -2.590)  -0.0011
C (0.676, 2.550, -5.545)  0.0001
C (-0.436, -1.167, -2.442)  -0.0011
C (2.279, -1.636, -2.158)  0.0023
C (0.822, 1.733, 0.867)  -0.1961
C (-2.822, 1.768, 1.972)  0.0059
C (1.759, -0.388, -1.858)  -0.0133
C (2.311, -0.892, 2.394)  -0.0007
C (-0.201, 4.470, -4.416)  0.0000
C (0.287, 3.878, -5.572)  0.0001
C (3.616, -1.459, 2.723)  -0.0030
C (-0.301, 3.730, -3.257)  0.0001
C (-1.357, -3.720, 0.542)  0.0931
C (0.881, 2.151, -0.473)  -0.0952
C (-0.627, -2.589, 0.771)  0.0507
H (0.314, -2.425, 0.262)  0.0042
H (-0.568, -3.218, -3.049)  0.0031
H (-1.000, -4.461, -0.158)  0.0258
H (1.916, 3.349, -1.918)  -0.0012
H (-3.128, 2.810, 1.814)  0.0008
H (1.056, 2.087, -6.449)  0.0000
H (-1.498, -0.981, -2.523)  -0.0097
H (-3.610, 1.269, 2.541)  -0.0036
H (-5.161, -4.244, 1.433)  0.0082
H (2.410, 0.388, -1.482)  -0.0001
H (3.335, -1.828, -2.022)  0.0001
H (-1.003, 2.512, 2.594)  -0.0018
H (1.845, -3.637, -2.792)  0.0005
H (1.610, 2.115, 2.824)  -0.0022
H (-0.512, 5.508, -4.424)  0.0000
H (-0.708, 4.174, -2.357)  0.0001
H (3.228, 3.800, 2.119)  -0.0013
H (-5.212, -5.903, 1.126)  -0.0010
H (0.357, 4.450, -6.488)  0.0000
H (-3.852, -2.998, 2.721)  0.0269
H (-1.587, 1.335, 3.591)  -0.0017
H (-2.410, -1.078, 3.037)  0.0196
H (3.443, 4.369, -0.290)  -0.0001
H (0.886, 0.775, -4.374)  0.0005

Results
* energy above the lowest of the compared OMol25 structures with the same formula, charge and spin: 0.655 eV
* spin multiplicity: 4
* HOMO level (spin up / spin down): -0.00473 / -0.07891 Eh
* net charge: -2
* <S²>: 3.88
* E_tot: -3686.1089 Ha
* gap between HOMO and LUMO (spin up / spin down): 4.1 / 6.3 eV